The following is a DFT calculation (ωB97M-V/def2-TZVPD) of a cluster of 13 separate species, C55H65N13 in total in a non-equilibrium geometry.

Atoms and positions in Å:
N: -8.421 -3.307 -3.631
C: -7.416 -3.895 -2.881
C: -6.834 -4.847 -3.733
C: -7.400 -4.771 -4.932
C: -8.412 -3.817 -4.893
H: -9.048 -2.577 -3.325
H: -7.318 -3.748 -1.815
H: -6.077 -5.575 -3.479
H: -7.063 -5.387 -5.753
H: -9.050 -3.557 -5.724
N: 6.093 6.520 0.235
C: 5.710 7.648 0.864
C: 5.735 8.677 0.003
C: 6.084 8.206 -1.272
C: 6.290 6.798 -1.094
H: 6.237 5.613 0.656
H: 5.528 7.655 1.929
H: 5.503 9.682 0.323
H: 6.179 8.832 -2.148
H: 6.517 6.028 -1.816
N: -5.933 1.872 -6.523
C: -5.769 2.295 -7.771
C: -5.891 3.674 -7.748
C: -6.240 4.067 -6.425
C: -6.235 2.921 -5.710
H: -5.944 0.902 -6.242
H: -5.598 1.582 -8.564
H: -5.860 4.395 -8.552
H: -6.510 5.033 -6.025
H: -6.488 2.792 -4.668
N: 3.855 -7.774 4.456
C: 2.980 -7.386 3.428
C: 2.450 -8.519 2.856
C: 3.034 -9.599 3.501
C: 3.888 -9.150 4.508
H: 4.546 -7.232 4.954
H: 2.810 -6.352 3.166
H: 1.750 -8.554 2.034
H: 2.792 -10.630 3.291
H: 4.497 -9.626 5.263
N: 8.838 3.678 5.849
C: 7.624 3.932 6.373
C: 6.739 2.949 5.988
C: 7.431 2.062 5.132
C: 8.727 2.482 5.171
H: 9.646 4.146 6.233
H: 7.416 4.819 6.952
H: 5.678 2.989 6.186
H: 7.055 1.222 4.566
H: 9.599 1.969 4.792
N: -3.235 11.156 0.782
C: -3.723 10.622 -0.386
C: -2.891 9.516 -0.713
C: -1.884 9.533 0.237
C: -2.132 10.421 1.170
H: -3.684 11.888 1.315
H: -4.690 10.869 -0.800
H: -2.931 8.855 -1.566
H: -1.066 8.828 0.233
H: -1.559 10.669 2.051
N: -6.409 4.728 3.030
C: -6.506 3.367 3.109
C: -7.586 3.163 3.985
C: -7.954 4.363 4.536
C: -7.276 5.382 3.843
H: -5.762 5.231 2.439
H: -5.878 2.746 2.488
H: -7.995 2.210 4.288
H: -8.752 4.544 5.240
H: -7.214 6.457 3.922
N: -0.128 0.800 -0.863
C: 0.400 0.972 0.401
C: -0.114 0.017 1.278
C: -0.889 -0.881 0.492
C: -1.019 -0.290 -0.755
H: -0.122 1.390 -1.683
H: 1.107 1.772 0.562
H: 0.169 -0.066 2.317
H: -1.484 -1.666 0.935
H: -1.641 -0.576 -1.591
N: 0.755 -8.969 -5.989
C: 1.767 -9.176 -5.061
C: 1.757 -8.075 -4.231
C: 0.634 -7.283 -4.554
C: 0.026 -7.948 -5.592
H: 0.567 -9.537 -6.803
H: 2.499 -9.955 -5.215
H: 2.543 -8.006 -3.493
H: 0.295 -6.395 -4.041
H: -0.893 -7.662 -6.081
N: 8.643 -0.081 -5.941
C: 8.850 -1.262 -5.300
C: 7.638 -1.574 -4.621
C: 6.687 -0.608 -4.979
C: 7.349 0.256 -5.847
H: 9.386 0.413 -6.415
H: 9.809 -1.754 -5.244
H: 7.478 -2.452 -4.012
H: 5.671 -0.526 -4.624
H: 7.010 1.175 -6.303
N: 1.498 4.230 -6.873
C: 1.684 3.869 -8.225
C: 2.207 4.670 -9.219
C: 2.537 5.926 -8.860
C: 2.397 6.376 -7.536
C: 1.891 5.496 -6.568
H: 1.440 2.836 -8.423
H: 2.306 4.243 -10.206
H: 2.951 6.608 -9.587
H: 2.650 7.365 -7.183
H: 1.778 5.797 -5.537
N: -6.592 -5.046 4.777
C: -7.226 -5.759 3.799
C: -6.663 -6.861 3.241
C: -5.357 -7.255 3.660
C: -4.695 -6.373 4.545
C: -5.321 -5.281 5.051
H: -8.215 -5.544 3.421
H: -7.220 -7.403 2.491
H: -4.842 -8.013 3.089
H: -3.665 -6.575 4.802
H: -4.889 -4.498 5.657
N: 2.522 -3.882 12.355
C: 2.180 -5.119 12.751
C: 1.711 -6.071 11.850
C: 1.556 -5.722 10.539
C: 1.909 -4.489 10.052
C: 2.332 -3.565 10.996
H: 2.423 -5.312 13.785
H: 1.529 -7.120 12.031
H: 1.190 -6.433 9.814
H: 1.877 -4.136 9.032
H: 2.774 -2.691 10.540

The maximum force comes out at 4.53 eV/A. The calculation puts the HOMO energy at -7.9744 eV. The calculation puts the HOMO-LUMO gap at 8.43 eV. The calculation puts the energy relative to the best compared isomer or geometry (same formula, charge and spin) at 142.22 kJ/mol. For the total energy, the calculation gives -77452.90849 eV.